# 1
15
Properties=species:S:1:pos:R:3 method="wB97M-V/def2-TZVPD" lumo_energy_ev=0.577 max_force_ha_per_bohr=0.0155 de_lowest_kj_mol=365.91 energy_ha=-345.66559 homo_ha=-0.328 smiles="C=C=C(O)CCO"
O 2.355 0.407 0.877
C 1.491 1.177 0.081
C 0.535 0.292 -0.715
C -0.461 -0.204 0.265
O 0.023 -1.057 1.175
C -1.783 0.101 0.265
C -2.328 -0.776 -0.588
H 1.810 -0.231 1.363
H 2.102 1.774 -0.595
H 0.871 1.862 0.684
H 1.084 -0.543 -1.170
H 0.012 0.842 -1.503
H -1.626 -1.435 -1.115
H -0.716 -1.252 1.779
H -3.369 -0.957 -0.803

***

# 2
13
Properties=species:S:1:pos:R:3 method="wB97M-V/def2-TZVPD" lumo_energy_ev=0.801 max_force_ha_per_bohr=0.0098 de_lowest_kj_mol=187.26 energy_ha=-340.72359 homo_ha=-0.336 smiles="[H]/N=C/C(=C)/N=C/O"
C 1.950 0.557 -0.104
C 0.693 0.203 -0.379
C 0.340 -1.216 -0.670
N -0.836 -1.618 -0.408
C -1.131 0.802 0.737
O -2.339 1.324 0.944
N -0.421 1.055 -0.282
H 2.180 1.561 0.239
H 2.764 -0.158 -0.172
H -0.825 0.151 1.556
H 1.146 -1.862 -1.039
H -0.949 -2.617 -0.564
H -2.573 1.817 0.142